Entry 1:
The following is a DFT calculation (ωB97M-V with the def2-TZVPD basis set) of a molecular structure, C12H33CrO9 at a distorted geometry.

```
55
Properties=species:S:1:pos:R:3:lowdin_charge:R:1
Cr 4.013 6.769 -9.971 0.806
C 5.692 6.675 -13.312 -0.120
C 4.763 7.854 -13.068 -0.473
O 4.114 7.969 -11.845 -0.334
H 6.617 6.679 -12.732 0.051
H 5.842 6.637 -14.400 0.061
H 5.209 5.728 -13.074 0.039
H 3.963 7.788 -13.829 0.080
H 5.350 8.760 -13.312 0.085
C 0.227 4.498 -9.591 -0.122
C 0.542 5.981 -9.590 -0.457
O 1.840 6.255 -9.954 -0.352
H -0.076 4.052 -10.550 0.061
H -0.706 4.230 -9.056 0.057
H 0.952 3.830 -9.116 0.043
H 0.282 6.412 -8.610 0.098
H -0.183 6.444 -10.281 0.083
C 3.193 8.177 -6.598 -0.096
C 3.728 9.126 -7.690 -0.436
O 3.916 8.588 -8.956 -0.360
H 2.111 8.309 -6.577 0.062
H 3.728 8.263 -5.653 0.050
H 3.332 7.152 -6.961 0.043
H 4.705 9.572 -7.422 0.075
H 3.049 9.985 -7.801 0.090
C 3.487 2.975 -10.324 -0.225
C 3.818 4.011 -11.368 -0.208
O 4.813 4.928 -10.902 -0.142
O 4.712 2.357 -9.940 -0.065
H 2.798 2.285 -10.817 0.127
H 3.017 3.495 -9.487 0.100
H 2.907 4.526 -11.669 0.125
H 4.230 3.569 -12.282 0.124
H 5.507 4.393 -10.497 0.099
H 4.600 1.474 -9.585 0.081
C 6.861 7.152 -8.591 -0.215
C 6.153 6.298 -7.577 -0.191
O 4.921 5.746 -8.083 -0.118
O 6.502 6.706 -9.891 -0.082
H 7.940 7.147 -8.411 0.122
H 6.490 8.175 -8.456 0.116
H 5.912 6.875 -6.677 0.120
H 6.744 5.434 -7.235 0.121
H 4.656 5.044 -7.488 0.106
H 7.068 7.161 -10.522 0.103
C 0.456 7.988 -13.004 -0.236
C 0.234 8.907 -11.804 -0.273
O 1.407 8.935 -11.024 -0.076
O -0.641 8.009 -13.923 -0.093
H 0.597 6.945 -12.712 0.115
H 1.408 8.229 -13.492 0.116
H -0.572 8.480 -11.185 0.101
H -0.151 9.877 -12.130 0.109
H 1.524 8.004 -10.717 0.038
H -0.642 8.808 -14.451 0.066
```

The highest occupied orbital energy (alpha / beta) comes out at -3.077 / -3.498 eV. As for the net charge: -1. As for the HOMO-LUMO gap (alpha / beta): 0.193 / 0.209 Eh. The LUMO energy (alpha / beta) is 2.184 / 2.176 eV. The multiplicity is 5. The max |F| is 0.0521 hartree/bohr.

Entry 2:
The following is a DFT calculation (ωB97M-V with the def2-TZVPD basis set) of a molecular structure, C12H34InN2Na4O8P at a distorted geometry.

```
62
Properties=species:S:1:pos:R:3:lowdin_charge:R:1
In -4.743 -2.588 -1.637 1.205
Na -2.872 1.484 -0.888 0.506
Na -1.290 -3.645 0.643 0.610
Na -1.567 -1.177 -3.505 0.684
Na -2.987 -1.013 2.336 0.731
P -1.731 -1.113 -0.502 0.059
O -0.967 -1.428 0.804 -0.377
O -1.750 -2.453 -1.366 -0.508
O -1.139 0.052 -1.382 -0.386
O -3.186 -0.695 -0.139 -0.517
C -1.988 2.229 1.552 -0.058
C -2.605 3.645 1.583 -0.265
C -1.544 4.819 1.576 -0.193
O -2.180 5.944 1.438 -0.020
C -1.485 7.161 1.574 0.024
N -3.529 3.745 0.369 0.066
H -2.719 1.427 1.449 0.050
H -1.514 1.882 2.470 0.098
H -1.138 2.059 0.892 0.074
H -3.238 3.700 2.469 0.156
H -0.812 4.658 0.784 0.167
H -0.859 4.838 2.423 0.170
H -1.656 7.525 2.587 0.142
H -1.888 7.979 0.978 0.132
H -0.405 7.192 1.425 0.125
H -4.207 4.473 0.546 0.095
H -3.055 4.205 -0.395 0.082
C 1.535 -5.142 -0.856 0.036
C 1.129 -4.003 -1.802 -0.403
C 2.166 -3.628 -2.863 -0.051
O 1.825 -2.285 -3.458 -0.129
C 1.737 -1.152 -2.559 -0.058
N -0.163 -4.134 -2.353 0.216
H 2.301 -4.824 -0.148 0.108
H 1.724 -6.040 -1.444 0.124
H 0.693 -5.373 -0.205 0.083
H 1.101 -3.247 -1.018 0.133
H 2.424 -4.347 -3.640 0.159
H 3.142 -3.539 -2.387 0.143
H 1.192 -1.402 -1.649 0.061
H 1.128 -0.394 -3.052 0.088
H 2.727 -0.746 -2.349 0.121
H -0.214 -3.769 -3.293 0.116
H -0.664 -3.428 -1.833 -0.007
C 2.678 -3.260 3.730 -0.033
C 2.185 -2.257 2.683 -0.229
O 1.158 -2.755 1.823 -0.049
H 3.132 -4.093 3.193 0.086
H 1.959 -3.712 4.413 0.092
H 3.516 -2.864 4.304 0.100
H 2.988 -2.140 1.955 0.138
H 1.906 -1.269 3.049 0.133
H 0.689 -2.067 1.346 0.020
C 2.114 1.562 -0.549 -0.045
C 1.363 2.343 -1.573 -0.268
O -0.017 2.324 -1.382 -0.037
H 3.199 1.655 -0.489 0.109
H 1.898 0.495 -0.596 0.046
H 1.697 1.655 0.454 0.085
H 1.696 2.050 -2.568 0.138
H 1.559 3.415 -1.588 0.139
H -0.449 1.467 -1.377 -0.019
```

The highest occupied orbital energy comes out at -18.872 eV. As for the net charge: +4. As for the HOMO-LUMO gap: 0.059 Eh. The LUMO energy is -17.278 eV. The max |F| is 0.0734 hartree/bohr.

Entry 3:
The following is a DFT calculation (ωB97M-V with the def2-TZVPD basis set) of 5 unconnected molecules or ions with the total composition C12H34O13S4 at a distorted geometry.

```
63
Properties=species:S:1:pos:R:3:lowdin_charge:R:1
O 8.689 2.847 -24.856 -0.308
S 9.717 1.794 -24.761 0.677
O 10.343 1.480 -23.471 -0.305
O 9.252 0.493 -25.648 -0.283
C 10.100 -0.661 -25.634 -0.303
C 9.304 -1.922 -25.628 -0.055
C 11.062 2.300 -25.944 -0.104
H 10.814 -0.741 -24.814 0.120
H 10.677 -0.383 -26.516 0.117
H 8.921 -2.111 -24.625 0.090
H 9.632 -2.801 -26.182 0.088
H 8.494 -1.575 -26.270 0.069
H 11.906 1.618 -25.840 0.062
H 11.242 3.359 -25.763 0.066
H 10.647 2.165 -26.943 0.064
O 3.152 -6.137 -21.341 -0.327
S 4.150 -6.767 -22.301 0.758
O 4.792 -8.047 -21.949 -0.310
O 3.317 -6.938 -23.783 -0.252
C 3.681 -8.003 -24.567 -0.342
C 4.933 -7.757 -25.337 -0.080
C 5.353 -5.524 -22.825 -0.110
H 2.959 -8.078 -25.380 0.109
H 3.664 -8.919 -23.976 0.125
H 5.785 -8.037 -24.718 0.083
H 5.178 -6.761 -25.706 0.074
H 4.770 -8.385 -26.213 0.050
H 4.759 -4.614 -22.906 0.057
H 5.960 -5.736 -23.706 0.062
H 6.108 -5.455 -22.041 0.077
O 6.017 -0.517 -25.125 -0.320
S 5.421 -1.037 -23.863 0.705
O 6.187 -1.944 -22.909 -0.327
O 4.868 0.290 -23.019 -0.298
C 5.681 1.490 -23.125 -0.211
C 5.179 2.550 -22.024 -0.055
C 3.814 -1.626 -24.188 -0.136
H 5.449 2.020 -24.049 0.115
H 6.696 1.192 -22.864 0.114
H 4.963 2.052 -21.078 0.066
H 4.251 3.081 -22.235 0.064
H 5.893 3.334 -21.770 0.070
H 3.283 -0.854 -24.745 0.082
H 3.281 -1.800 -23.253 0.087
H 3.936 -2.504 -24.822 0.066
O 3.615 -9.806 -30.597 -0.302
S 3.944 -8.853 -29.483 0.721
O 4.920 -9.137 -28.399 -0.320
O 4.331 -7.472 -30.251 -0.266
C 5.193 -6.609 -29.643 -0.323
C 5.515 -5.538 -30.753 -0.047
C 2.480 -8.232 -28.627 -0.112
H 6.122 -7.066 -29.303 0.123
H 4.697 -5.997 -28.890 0.112
H 4.611 -5.033 -31.094 0.080
H 5.962 -6.082 -31.585 0.077
H 6.304 -4.914 -30.332 0.070
H 1.753 -7.728 -29.264 0.080
H 2.827 -7.638 -27.781 0.051
H 2.052 -9.093 -28.114 0.073
O 5.922 -3.942 -26.380 -0.046
H 5.974 -2.991 -26.479 0.017
H 6.103 -4.285 -27.255 0.021
```

The highest occupied orbital energy comes out at -10.887 eV. As for the HOMO-LUMO gap: 0.400 Eh. The LUMO energy is -0.013 eV. The max |F| is 0.0979 hartree/bohr.

Entry 4:
The following is a DFT calculation (ωB97M-V with the def2-TZVPD basis set) of a molecular structure, C12H35LiN3O4 at a distorted geometry.

```
55
Properties=species:S:1:pos:R:3:lowdin_charge:R:1
Li 18.642 7.919 3.038 0.912
O 17.697 9.832 5.706 -0.059
H 17.353 10.704 5.511 0.038
H 17.507 9.701 6.635 0.042
C 15.204 9.782 -1.703 -0.052
C 15.492 9.089 -0.331 -0.436
C 14.203 8.292 0.036 -0.236
O 14.320 7.672 1.291 -0.190
C 13.088 7.081 1.733 -0.096
N 16.581 8.171 -0.379 0.027
H 15.335 9.182 -2.604 0.082
H 16.033 10.488 -1.742 0.069
H 14.290 10.374 -1.656 0.080
H 15.628 9.801 0.482 0.134
H 13.998 7.618 -0.796 0.124
H 13.264 8.846 0.025 0.120
H 12.250 7.767 1.859 0.084
H 13.261 6.667 2.726 0.086
H 12.702 6.337 1.037 0.088
H 16.401 7.492 -1.105 0.081
H 17.398 8.636 -0.749 0.068
C 17.565 2.014 3.044 -0.061
C 17.555 2.453 4.509 -0.424
C 18.167 1.382 5.468 -0.134
O 18.280 1.930 6.881 -0.227
C 18.281 0.847 7.846 -0.107
N 18.330 3.734 4.721 0.029
H 18.587 1.943 2.672 0.079
H 16.890 2.678 2.505 0.077
H 17.184 0.994 2.989 0.076
H 16.544 2.634 4.876 0.133
H 19.220 1.287 5.203 0.121
H 17.600 0.451 5.478 0.119
H 19.186 0.240 7.866 0.083
H 17.442 0.158 7.748 0.080
H 18.189 1.265 8.848 0.084
H 19.269 3.373 4.627 0.051
H 18.255 3.667 5.726 0.039
C 24.207 10.063 3.978 -0.058
C 23.971 10.203 2.466 -0.435
C 25.297 10.280 1.626 -0.202
O 25.156 10.969 0.385 -0.219
C 26.372 11.373 -0.223 -0.089
N 23.072 9.146 2.008 0.027
H 24.556 9.034 4.070 0.074
H 23.236 10.229 4.444 0.078
H 25.040 10.715 4.243 0.080
H 23.646 11.238 2.354 0.133
H 25.775 9.311 1.483 0.125
H 25.998 10.882 2.204 0.108
H 26.920 11.904 0.555 0.082
H 25.929 12.073 -0.932 0.099
H 26.950 10.513 -0.560 0.091
H 23.467 8.260 2.289 0.060
H 23.230 9.063 1.014 0.063
```

The highest occupied orbital energy comes out at -11.642 eV. As for the net charge: +1. As for the HOMO-LUMO gap: 0.269 Eh. The LUMO energy is -4.335 eV. The max |F| is 0.0632 hartree/bohr.

The following molar mass values (in g/mol) correspond, in order, to the records above: 373.4 572.2 514.7 292.4.
The following energy relative to the best compared isomer or geometry (same formula, charge and spin) values (in kJ/mol) correspond, in order, to the records above: 0.00 241.83 328.06 517.76.